[1]
14 unconnected molecules or ions with the total composition C84H201N13O2 at a distorted geometry, computed with ωB97M-V/def2-TZVPD.

The geometry in XYZ format:
```
300
C84H201N13O2, DFT ωB97M-V/def2-TZVPD
C -3.82 3.61 3.92
C -5.33 3.32 3.95
N -5.69 1.99 3.49
C -7.09 1.93 3.14
C -8.19 1.78 4.21
C -5.24 0.86 4.26
C -5.28 -0.51 3.48
H -3.21 2.79 4.34
H -3.72 4.51 4.57
H -3.57 3.86 2.89
H -5.79 3.51 4.95
H -5.80 4.12 3.43
H -7.31 2.79 2.57
H -7.20 1.05 2.48
H -7.73 1.29 5.06
H -8.60 2.65 4.69
H -8.94 1.09 3.84
H -5.91 0.61 5.06
H -4.21 1.17 4.67
H -6.30 -0.87 3.43
H -4.73 -1.31 3.99
H -4.86 -0.35 2.43
C -6.44 -4.74 2.83
C -5.37 -5.02 1.81
N -4.42 -6.14 2.13
C -3.83 -6.11 3.50
C -3.12 -4.84 3.84
C -4.94 -7.39 1.63
C -4.77 -7.66 0.09
H -6.98 -3.86 2.40
H -6.00 -4.63 3.79
H -7.23 -5.49 2.87
H -5.83 -5.21 0.85
H -4.88 -4.03 1.74
H -4.49 -6.47 4.24
H -3.08 -6.95 3.39
H -2.68 -4.94 4.84
H -2.38 -4.65 3.02
H -3.79 -3.99 3.86
H -6.05 -7.57 1.90
H -4.51 -8.26 2.16
H -3.67 -7.81 -0.13
H -4.98 -6.80 -0.52
H -5.40 -8.51 -0.18
C -0.98 -2.08 -5.72
C -1.18 -3.31 -4.79
N -2.57 -3.86 -4.91
C -3.53 -2.97 -4.30
C -3.44 -2.79 -2.77
C -2.65 -5.17 -4.33
C -2.24 -6.18 -5.39
H -1.85 -1.66 -6.21
H -0.25 -2.14 -6.56
H -0.52 -1.28 -5.13
H -0.47 -4.02 -5.15
H -0.99 -3.12 -3.74
H -3.45 -1.96 -4.79
H -4.52 -3.37 -4.55
H -2.44 -2.50 -2.38
H -4.17 -2.05 -2.38
H -3.72 -3.77 -2.26
H -3.76 -5.30 -4.11
H -2.23 -5.35 -3.40
H -2.33 -7.24 -5.08
H -1.12 -6.12 -5.52
H -2.67 -5.99 -6.36
C 5.34 -2.18 -5.09
C 4.64 -1.13 -4.25
N 3.27 -1.52 -3.99
C 2.43 -0.31 -3.56
C 2.01 0.61 -4.66
C 3.22 -2.57 -2.96
C 1.91 -3.29 -2.96
H 5.37 -3.11 -4.64
H 6.31 -1.82 -5.33
H 4.77 -2.30 -6.05
H 5.21 -0.89 -3.31
H 4.62 -0.21 -4.89
H 1.51 -0.69 -3.14
H 3.07 0.33 -2.83
H 2.73 1.10 -5.28
H 1.24 0.18 -5.32
H 1.46 1.38 -4.13
H 3.44 -2.04 -2.00
H 4.04 -3.27 -3.00
H 1.11 -2.62 -2.70
H 1.96 -4.11 -2.29
H 1.68 -3.63 -3.98
C 1.80 -2.92 3.20
C 0.47 -3.58 3.65
N 0.62 -4.44 4.86
C 1.44 -5.66 4.72
C 0.58 -6.87 4.56
C 0.99 -3.67 6.10
C 0.29 -2.34 6.21
H 1.71 -2.49 2.18
H 2.47 -3.78 3.23
H 2.18 -2.14 3.83
H -0.40 -2.91 3.86
H 0.11 -4.24 2.87
H 2.16 -5.57 3.84
H 2.05 -5.71 5.59
H 1.02 -7.76 4.16
H 0.19 -7.21 5.52
H -0.33 -6.51 4.00
H 2.07 -3.51 6.02
H 0.84 -4.26 7.04
H -0.81 -2.52 6.02
H 0.63 -1.66 5.45
H 0.33 -1.87 7.17
C -9.73 1.63 -1.21
C -8.65 2.49 -0.68
N -7.39 2.28 -1.40
C -6.48 3.40 -1.28
C -6.17 3.89 0.14
C -6.80 1.03 -0.94
C -5.83 0.39 -1.84
H -9.80 1.84 -2.30
H -10.62 1.92 -0.63
H -9.64 0.57 -1.05
H -8.92 3.56 -0.69
H -8.46 2.19 0.34
H -5.60 3.07 -1.81
H -6.95 4.19 -1.88
H -5.21 4.49 0.11
H -7.03 4.52 0.60
H -6.00 3.06 0.75
H -7.65 0.44 -0.60
H -6.17 1.27 -0.08
H -5.50 -0.64 -1.61
H -4.93 0.96 -2.11
H -6.25 0.26 -2.83
C 8.25 5.12 0.50
C 8.84 4.29 1.69
N 7.99 3.17 2.06
C 8.76 2.21 2.79
C 9.82 1.47 1.88
C 7.02 3.81 2.96
C 5.87 2.82 3.37
H 8.57 4.70 -0.46
H 8.40 6.17 0.52
H 7.19 4.99 0.52
H 9.87 3.86 1.39
H 9.05 4.91 2.59
H 9.34 2.75 3.63
H 8.23 1.43 3.30
H 9.34 1.28 0.87
H 10.74 2.12 1.73
H 9.98 0.47 2.27
H 6.58 4.62 2.41
H 7.46 4.22 3.89
H 6.24 2.12 4.10
H 5.46 2.16 2.59
H 5.04 3.35 3.85
C 7.98 -2.09 3.41
C 7.33 -1.42 2.27
N 6.36 -2.33 1.74
C 6.35 -2.31 0.26
C 7.57 -3.15 -0.29
C 5.01 -2.10 2.34
C 4.47 -0.70 1.96
H 7.22 -2.34 4.11
H 8.77 -1.52 3.97
H 8.49 -3.04 3.15
H 7.02 -0.48 2.79
H 7.97 -1.15 1.47
H 5.40 -2.80 -0.09
H 6.39 -1.27 -0.24
H 7.50 -4.22 -0.06
H 7.60 -3.06 -1.40
H 8.52 -2.72 0.09
H 5.02 -2.33 3.40
H 4.41 -2.92 1.84
H 3.44 -0.53 2.36
H 4.48 -0.62 0.91
H 5.14 0.04 2.48
C 4.16 2.80 -0.05
C 5.49 2.23 -0.50
N 6.05 2.86 -1.71
C 7.47 2.50 -1.83
C 7.88 1.11 -2.40
C 5.27 2.58 -2.93
C 5.88 3.22 -4.25
H 3.24 2.44 -0.54
H 4.23 3.88 -0.12
H 4.00 2.57 1.01
H 6.29 2.40 0.18
H 5.46 1.07 -0.60
H 7.83 3.19 -2.57
H 8.07 2.72 -0.90
H 7.51 1.01 -3.43
H 8.97 0.99 -2.44
H 7.54 0.24 -1.84
H 4.28 2.98 -2.76
H 5.24 1.53 -2.98
H 5.21 2.94 -5.09
H 6.88 2.79 -4.39
H 5.87 4.31 -4.15
C -2.95 2.14 -8.09
C -3.72 2.85 -6.94
N -4.72 2.07 -6.25
C -5.94 1.96 -7.09
C -7.02 2.91 -6.54
C -4.34 0.84 -5.58
C -3.49 1.08 -4.45
H -3.60 1.67 -8.84
H -2.25 1.39 -7.75
H -2.37 2.86 -8.56
H -2.97 3.14 -6.17
H -4.22 3.70 -7.42
H -5.82 2.29 -8.08
H -6.27 0.91 -7.17
H -6.62 3.91 -6.55
H -8.02 2.94 -6.98
H -7.24 2.68 -5.46
H -3.97 -0.02 -6.16
H -5.32 0.43 -5.22
H -3.26 0.24 -3.87
H -3.81 2.02 -3.97
H -2.50 1.41 -4.83
C 1.23 4.83 2.95
C 1.97 4.30 4.12
N 1.48 4.92 5.32
C 0.13 4.66 5.54
C -0.22 3.24 5.84
C 2.32 4.61 6.46
C 3.66 5.36 6.40
H 1.82 4.54 2.04
H 1.28 5.96 3.00
H 0.18 4.58 2.80
H 1.93 3.17 4.17
H 3.01 4.57 4.06
H -0.30 5.23 6.39
H -0.47 4.97 4.73
H -1.28 3.33 6.02
H 0.02 2.49 5.09
H 0.13 2.83 6.77
H 2.54 3.50 6.40
H 1.80 4.83 7.44
H 4.18 5.24 5.43
H 4.35 4.99 7.19
H 3.44 6.43 6.47
C 0.44 1.23 2.53
C -0.02 1.04 1.06
N -1.32 0.36 0.91
C -1.30 -1.06 1.16
C -2.59 -1.72 1.62
C -1.76 0.62 -0.48
C -2.75 1.82 -0.53
H -0.43 1.40 3.18
H 1.11 2.16 2.65
H 0.94 0.30 2.96
H -0.20 2.08 0.61
H 0.69 0.62 0.35
H -0.94 -1.54 0.27
H -0.53 -1.29 1.97
H -2.89 -1.46 2.69
H -3.48 -1.74 0.95
H -2.27 -2.78 1.63
H -2.37 -0.31 -0.83
H -0.87 0.66 -1.15
H -2.99 2.10 -1.62
H -2.25 2.65 -0.05
H -3.65 1.50 0.04
C 1.86 4.52 -2.01
C 1.14 5.67 -2.69
N -0.05 5.29 -3.49
C -1.07 4.52 -2.81
C -2.13 5.47 -2.10
C 0.42 4.61 -4.77
C -0.60 4.74 -5.89
H 2.81 4.87 -1.69
H 2.01 3.75 -2.68
H 1.42 4.06 -1.11
H 0.88 6.41 -1.92
H 1.85 6.07 -3.36
H -1.66 3.90 -3.57
H -0.67 3.95 -1.94
H -1.72 6.16 -1.37
H -2.60 6.09 -2.83
H -2.99 4.92 -1.66
H 0.70 3.59 -4.49
H 1.46 5.05 -5.00
H -0.37 5.61 -6.53
H -1.57 5.01 -5.57
H -0.62 3.88 -6.53
C -0.09 -7.40 1.26
C -1.30 -6.83 1.04
C -1.42 -5.62 0.37
C -0.24 -5.02 -0.18
C 1.00 -5.58 0.07
C 1.08 -6.80 0.79
O 2.33 -7.32 0.87
O -2.59 -4.94 0.26
H -0.15 -8.41 1.67
H -2.13 -7.31 1.46
H -0.31 -4.09 -0.63
H 1.90 -5.07 -0.28
H 2.46 -8.06 1.49
H -3.21 -5.38 0.86
```

Löwdin atomic charge list, values in e, 99 entries:
1. C -0.07
2. C -0.27
3. N -0.19
4. C -0.27
5. C -0.06
6. C -0.23
7. C -0.08
8. H 0.05
9. H 0.08
10. H 0.07
11. H 0.12
12. H 0.10
13. H 0.07
14. H 0.10
15. H 0.05
16. H 0.06
17. H 0.07
18. H 0.08
19. H 0.13
20. H 0.05
21. H 0.06
22. H 0.08
23. C -0.09
24. C -0.24
25. N -0.21
26. C -0.24
27. C -0.07
28. C -0.26
29. C -0.07
30. H 0.09
31. H 0.05
32. H 0.07
33. H 0.11
34. H 0.10
35. H 0.10
36. H 0.12
37. H 0.09
38. H 0.08
39. H 0.05
40. H 0.13
41. H 0.11
42. H 0.08
43. H 0.05
44. H 0.07
45. C -0.06
46. C -0.20
47. N -0.19
48. C -0.25
49. C -0.08
50. C -0.29
51. C -0.09
52. H 0.05
53. H 0.08
54. H 0.04
55. H 0.08
56. H 0.08
57. H 0.09
58. H 0.11
59. H 0.06
60. H 0.05
61. H 0.08
62. H 0.13
63. H 0.09
64. H 0.07
65. H 0.08
66. H 0.06
67. C -0.08
68. C -0.29
69. N -0.17
70. C -0.22
71. C -0.10
72. C -0.26
73. C -0.07
74. H 0.03
75. H 0.06
76. H 0.10
77. H 0.12
78. H 0.12
79. H 0.09
80. H 0.13
81. H 0.06
82. H 0.07
83. H 0.05
84. H 0.12
85. H 0.10
86. H 0.04
87. H 0.04
88. H 0.09
89. C -0.09
90. C -0.24
91. N -0.18
92. C -0.27
93. C -0.09
94. C -0.25
95. C -0.10
96. H 0.08
97. H 0.06
98. H 0.05
99. H 0.10

---

[2]
196
Properties=species:S:1:pos:R:3 method="wB97M-V/def2-TZVPD" relative_energy_ev=0.540
C 3.23 -5.49 -4.48
C 3.91 -6.11 -3.50
C 5.42 -6.40 -3.54
O 5.75 -7.09 -2.60
C 6.19 -5.91 -4.66
C 5.60 -5.15 -5.54
C 4.06 -4.92 -5.57
O 3.65 -4.35 -6.60
O 6.18 -4.71 -6.64
O 3.31 -6.64 -2.48
H 2.11 -5.44 -4.52
H 7.22 -6.05 -4.63
H 5.43 -4.23 -7.09
H 4.12 -7.15 -2.01
C 0.94 4.29 -3.46
C 1.97 4.96 -2.96
C 1.74 6.03 -1.90
O 2.73 6.51 -1.42
C 0.37 6.30 -1.56
C -0.61 5.55 -1.96
C -0.43 4.55 -3.01
O -1.37 3.84 -3.29
O -1.89 5.73 -1.67
O 3.23 4.62 -3.15
H 1.09 3.45 -4.11
H 0.25 7.10 -0.85
H -2.40 5.07 -2.24
H 3.71 5.20 -2.50
C 4.91 2.34 -1.40
C 5.05 1.16 -0.82
C 5.72 0.96 0.56
O 5.82 -0.22 0.91
C 6.38 2.14 1.15
C 6.30 3.32 0.50
C 5.55 3.46 -0.81
O 5.59 4.63 -1.23
O 6.79 4.46 0.96
O 4.48 0.09 -1.18
H 4.31 2.54 -2.29
H 6.79 2.05 2.16
H 6.30 5.15 0.44
H 4.65 -0.63 -0.57
C -2.50 2.94 7.40
C -3.16 2.01 6.73
C -3.92 2.32 5.43
O -4.60 1.38 5.07
C -3.91 3.69 4.91
C -3.17 4.62 5.63
C -2.44 4.30 6.89
O -1.79 5.27 7.32
O -3.07 5.88 5.23
O -2.99 0.72 6.97
H -1.87 2.76 8.25
H -4.53 4.08 4.09
H -2.48 6.36 5.81
H -3.60 0.26 6.34
C -1.55 5.36 1.89
C -0.70 6.07 2.63
C 0.03 5.46 3.87
O 0.83 6.21 4.37
C -0.09 4.02 4.16
C -0.92 3.37 3.35
C -1.78 3.97 2.28
O -2.69 3.24 1.85
O -1.16 2.12 3.58
O -0.31 7.35 2.40
H -2.12 5.76 1.04
H 0.59 3.54 4.91
H -1.92 1.83 3.00
H 0.21 7.54 3.22
C 3.05 -1.62 -4.71
C 4.31 -1.19 -4.80
C 4.66 0.29 -5.18
O 5.82 0.50 -5.37
C 3.53 1.13 -5.44
C 2.27 0.66 -5.37
C 1.92 -0.80 -5.09
O 0.78 -1.10 -5.15
O 1.23 1.41 -5.70
O 5.36 -1.99 -4.60
H 2.99 -2.66 -4.51
H 3.75 2.16 -5.71
H 0.51 0.79 -5.79
H 6.15 -1.39 -4.59
C -3.37 -4.27 2.49
C -2.92 -5.28 3.16
C -1.66 -5.99 2.80
O -1.48 -7.03 3.45
C -0.81 -5.43 1.79
C -1.30 -4.46 1.01
C -2.64 -3.79 1.30
O -3.09 -2.96 0.58
O -0.63 -3.95 -0.06
O -3.47 -5.85 4.20
H -4.32 -3.77 2.66
H 0.13 -5.90 1.43
H -1.20 -3.37 -0.51
H -4.24 -5.37 4.55
C -4.14 1.82 -3.30
C -4.93 2.69 -2.66
C -6.45 2.66 -2.72
O -7.05 3.59 -2.16
C -7.01 1.67 -3.63
C -6.21 0.65 -4.04
C -4.71 0.75 -4.02
O -4.11 -0.07 -4.70
O -6.58 -0.51 -4.57
O -4.57 3.68 -1.89
H -3.09 1.98 -3.37
H -8.14 1.54 -3.72
H -5.83 -1.00 -4.86
H -5.44 4.05 -1.55
C 2.10 -2.17 4.25
C 2.83 -2.01 3.10
C 2.16 -1.53 1.84
O 2.91 -1.28 0.90
C 0.72 -1.52 1.78
C 0.00 -1.90 2.88
C 0.66 -2.22 4.17
O -0.04 -2.58 5.12
O -1.31 -1.88 2.98
O 4.12 -2.07 2.97
H 2.65 -2.36 5.17
H 0.24 -1.38 0.86
H -1.38 -2.11 3.96
H 4.29 -1.98 2.03
C 4.23 -3.60 -1.69
C 3.17 -3.80 -0.94
C 3.16 -4.34 0.53
O 2.05 -4.36 1.12
C 4.50 -4.64 0.99
C 5.61 -4.31 0.30
C 5.55 -3.79 -1.08
O 6.66 -3.50 -1.56
O 6.81 -4.46 0.75
O 1.96 -3.46 -1.35
H 4.11 -3.15 -2.71
H 4.57 -4.91 2.10
H 7.43 -4.05 0.04
H 1.23 -3.64 -0.70
C -6.34 -1.55 2.33
C -7.01 -0.81 1.40
C -6.40 0.45 0.77
O -7.01 0.99 -0.14
C -5.10 0.95 1.25
C -4.42 0.24 2.15
C -5.00 -1.06 2.81
O -4.29 -1.65 3.65
O -3.24 0.50 2.63
O -8.25 -1.02 1.10
H -6.82 -2.32 2.97
H -4.87 1.91 0.87
H -2.89 -0.33 3.07
H -8.41 -0.48 0.29
C -4.26 -5.26 -0.80
C -5.37 -5.16 -0.14
C -6.53 -4.34 -0.50
O -7.53 -4.47 0.18
C -6.36 -3.47 -1.65
C -5.17 -3.43 -2.26
C -3.99 -4.32 -1.88
O -2.96 -4.16 -2.45
O -4.83 -2.59 -3.22
O -5.63 -5.95 0.95
H -3.46 -5.91 -0.37
H -7.09 -2.69 -1.99
H -3.88 -2.81 -3.48
H -6.55 -5.67 1.24
C 4.05 4.40 3.06
C 3.63 4.72 1.78
C 2.95 3.72 0.90
O 2.54 4.04 -0.18
C 2.79 2.37 1.49
C 3.22 2.09 2.72
C 4.07 3.05 3.55
O 4.71 2.66 4.48
O 3.12 0.89 3.29
O 3.95 5.90 1.21
H 4.64 5.08 3.61
H 2.35 1.60 0.81
H 3.75 0.94 4.04
H 3.60 6.01 0.34
C -1.95 1.52 -0.41
C -2.20 0.28 -0.74
C -1.15 -0.54 -1.49
O -1.53 -1.72 -1.80
C 0.12 0.00 -1.99
C 0.46 1.20 -1.51
C -0.61 2.01 -0.70
O -0.28 3.16 -0.43
O 1.62 1.79 -1.77
O -3.34 -0.44 -0.60
H -2.61 2.31 0.00
H 0.66 -0.66 -2.59
H 1.62 2.75 -1.41
H -3.14 -1.40 -0.94

---

no.,E (Ha)
1,-4182.95657
2,-7447.87730